[1]
Molecular formula: C2H8O3
Method: DFT, the ωB97M-V functional and the def2-TZVPD basis

Cartesian coordinates (Å):
O 0.78664 -6.68176 -0.05581
O -1.55243 2.43234 -2.61821
O -1.27295 -0.72924 5.76070
C -0.36432 2.57107 -2.76156
C 0.36758 3.72978 -2.17090
H 1.39665 3.84696 -2.49656
H 0.54567 3.46642 -1.11382
H 1.70988 -6.96088 -0.12384
H 0.88122 -5.79489 0.31058
H 0.19183 1.80770 -3.32446
H -0.26577 4.61248 -2.14743
H -1.39388 -1.67785 5.90844
H -1.03013 -0.62212 4.83287

Forces on atoms 1 to 2 (eV/Å):
O 0.51 0.19 0.11
O -0.03 -0.02 -0.07

Energy above the lowest of the compared OMol25 structures with the same formula, charge and spin   0.560 eV
Strongest force on any atom   1.36 eV Å⁻¹
HOMO level   -10.0095 eV
Lowest unoccupied orbital energy   0.9 eV
2S+1   1
Gap between HOMO and LUMO   10.9 eV
SMILES   CC=O.O.O
Total energy   -8345.44167 eV
Charge   0

Atom charges from the natural (NBO) analysis, given in e for atoms 1 to 2:
1. O -0.930
2. O -0.521

[2]
Molecular formula: C2H8OS2
Method: DFT, the ωB97M-V functional and the def2-TZVPD basis

Cartesian coordinates (Å):
S 0.49779 -0.66869 0.19622
S -0.28558 -2.56289 -0.53035
O 2.09967 -0.34873 -2.60136
C -1.29880 0.93891 1.61902
C -0.14178 1.03754 0.61626
H 1.23926 -0.50917 -2.18845
H -0.59813 1.36569 -0.34580
H -0.82640 0.63450 2.56531
H 1.98988 -0.48718 -3.54522
H 0.65723 1.73237 0.86985
H 0.61658 -3.19279 0.21677
H -2.07708 0.20538 1.35395
H -1.87264 1.85506 1.77379

Forces on atoms 1 to 2 (eV/Å):
S 3.08 -0.03 0.19
S -1.12 1.24 0.04

Energy above the lowest of the compared OMol25 structures with the same formula, charge and spin   1.802 eV
Strongest force on any atom   4.65 eV Å⁻¹
HOMO level   -8.5397 eV
Lowest unoccupied orbital energy   -0.8 eV
2S+1   1
Gap between HOMO and LUMO   7.8 eV
SMILES   CCSS.O
Total energy   -25920.13354 eV
Charge   0

Atom charges from the natural (NBO) analysis, given in e for atoms 1 to 2:
1. S -0.043
2. S -0.100

[3]
Molecular formula: C2H8OS2
Method: DFT, the ωB97M-V functional and the def2-TZVPD basis

Cartesian coordinates (Å):
S -0.16036 0.88337 0.53761
S 1.76562 -0.05239 0.31645
O -1.62883 1.26710 -2.50272
C 1.38601 -1.30003 -0.93295
C -0.36278 0.41309 2.32800
H -0.95806 1.21649 2.75164
H 2.01550 -2.15675 -0.67129
H 0.37449 -1.70818 -0.99614
H 0.62450 0.42495 2.76753
H -0.71543 -0.61140 2.27061
H -1.42716 1.59597 -1.60920
H 1.63730 -0.98593 -1.94651
H -2.55079 1.01371 -2.31303

Forces on atoms 1 to 2 (eV/Å):
S 1.63 -0.48 0.75
S -1.72 0.50 -0.46

Energy above the lowest of the compared OMol25 structures with the same formula, charge and spin   0.659 eV
Strongest force on any atom   1.86 eV Å⁻¹
HOMO level   -8.6240 eV
Lowest unoccupied orbital energy   0.3 eV
2S+1   1
Gap between HOMO and LUMO   8.9 eV
SMILES   CSSC.O
Total energy   -25921.27657 eV
Charge   0

Atom charges from the natural (NBO) analysis, given in e for atoms 1 to 2:
1. S 0.012
2. S 0.097

[4]
Molecular formula: C2H8OS2
Method: DFT, the ωB97M-V functional and the def2-TZVPD basis

Cartesian coordinates (Å):
S 1.04078 -0.37240 1.94194
S 1.16816 0.71062 -0.39757
O -1.76251 -0.52376 0.59405
C -2.05829 0.77865 0.10361
C 1.84365 -0.80598 -1.14121
H 0.97632 0.95702 2.02653
H -0.80244 -0.69509 0.85984
H 2.34077 -0.56285 -2.09477
H 2.57741 -1.32484 -0.51299
H 0.95698 -1.42704 -1.28200
H -1.55008 1.56717 0.66720
H -3.13357 0.97075 0.10757
H -1.59718 0.72775 -0.87222

Forces on atoms 1 to 2 (eV/Å):
S 0.54 1.55 -2.89
S 0.85 -1.81 2.39

Energy above the lowest of the compared OMol25 structures with the same formula, charge and spin   2.667 eV
Strongest force on any atom   3.32 eV Å⁻¹
HOMO level   -9.3010 eV
Lowest unoccupied orbital energy   -2.1 eV
2S+1   1
Gap between HOMO and LUMO   7.2 eV
SMILES   CSS.CO
Total energy   -25919.26896 eV
Charge   0

Atom charges from the natural (NBO) analysis, given in e for atoms 1 to 2:
1. S -0.178
2. S 0.136

[5]
Molecular formula: C2H8P2S
Method: DFT, the ωB97M-V functional and the def2-TZVPD basis

Cartesian coordinates (Å):
S 1.45193 -1.46535 -1.16672
P 0.17104 1.51700 0.21440
P 1.26341 -0.34300 0.41592
C -0.84203 1.05616 -2.53249
C 0.66928 -1.27553 1.89763
H -1.00707 0.87671 0.61973
H 0.07796 1.28442 -3.03188
H 2.49901 0.10722 0.90286
H -1.08129 0.02389 -2.37783
H -0.09378 -1.98301 1.56435
H -1.60545 1.80009 -2.46858
H 1.50967 -1.83427 2.30759
H 0.25668 -0.61117 2.65018

Forces on atoms 1 to 2 (eV/Å):
S -0.03 -0.01 -0.06
P -0.43 0.22 -1.18

Energy above the lowest of the compared OMol25 structures with the same formula, charge and spin   2.757 eV
Strongest force on any atom   1.49 eV Å⁻¹
HOMO level (alpha / beta)   -8.2666 / -8.3092 eV
Lowest unoccupied orbital energy (alpha / beta)   -1.5 / -0.4 eV
2S+1   1
Gap between HOMO and LUMO (alpha / beta)   6.7 / 7.9 eV
Total energy   -31613.96885 eV
Charge   0

Atom charges from the natural (NBO) analysis, given in e for atoms 1 to 2:
1. S -0.600
2. P 0.044

[6]
Molecular formula: C2H8S
Method: DFT, the ωB97M-V functional and the def2-TZVPD basis

Cartesian coordinates (Å):
S 0.32995 0.64521 -1.42924
C 0.46376 1.06712 0.31788
C -0.89874 -1.95953 2.06462
H 1.07088 0.33577 0.84017
H -0.62387 -0.28456 -1.35300
H -1.80010 -1.36815 1.92322
H 0.94091 2.04198 0.33647
H -0.13821 -1.35546 2.54178
H -0.50788 1.13115 0.79203
H -0.58816 -2.30510 1.07318
H -1.11484 -2.84020 2.67793

Forces on atoms 1 to 2 (eV/Å):
S 0.02 0.09 -0.39
C 0.01 -0.17 -0.01

Energy above the lowest of the compared OMol25 structures with the same formula, charge and spin   0.041 eV
Strongest force on any atom   0.60 eV Å⁻¹
HOMO level   -9.0414 eV
Lowest unoccupied orbital energy   0.9 eV
2S+1   1
Gap between HOMO and LUMO   10.0 eV
SMILES   CS.C
Total energy   -13038.71969 eV
Charge   0

Atom charges from the natural (NBO) analysis, given in e for atoms 1 to 2:
1. S -0.044
2. C -0.731

[7]
Molecular formula: C2H8S2
Method: DFT, the ωB97M-V functional and the def2-TZVPD basis

Cartesian coordinates (Å):
S 2.24366 -2.07354 1.28098
S -2.67705 1.94459 -0.98994
C 2.64055 -3.09514 -0.12900
C -1.80359 3.34193 -0.32184
H 2.69347 -2.58621 -1.08762
H -1.46979 4.10816 -1.01064
H -2.22263 2.14139 -2.22570
H 3.56786 -3.66982 -0.00816
H 1.05476 -2.63616 1.66657
H -0.90555 2.95817 0.17916
H -2.40342 3.78020 0.47604
H 1.95460 -3.93824 -0.16970

Forces on atoms 1 to 2 (eV/Å):
S -0.48 0.22 0.59
S -0.40 -0.16 -0.62

Energy above the lowest of the compared OMol25 structures with the same formula, charge and spin   0.641 eV
Strongest force on any atom   1.84 eV Å⁻¹
HOMO level   -8.9517 eV
Lowest unoccupied orbital energy   0.9 eV
2S+1   1
Gap between HOMO and LUMO   9.8 eV
SMILES   CS.CS
Total energy   -23873.50568 eV
Charge   0

Atom charges from the natural (NBO) analysis, given in e for atoms 1 to 2:
1. S -0.039
2. S -0.025

[8]
Molecular formula: C2H8S2
Method: DFT, the ωB97M-V functional and the def2-TZVPD basis

Cartesian coordinates (Å):
S -3.24886 2.83863 2.85691
S -3.86486 1.04091 2.13711
C 5.65847 -2.52165 -1.92924
C -4.59398 1.42441 0.55246
H -5.52234 2.01628 0.67519
H -4.10742 1.95976 -0.28401
H -2.01456 2.86731 3.35825
H 5.96482 -2.92726 -0.96285
H 5.65096 -1.44372 -1.80489
H -4.89540 0.52058 -0.00926
H 4.59820 -2.76231 -1.99461
H 6.37497 -3.01296 -2.59505

Forces on atoms 1 to 2 (eV/Å):
S -1.31 1.78 0.24
S 0.64 -1.10 -0.09

Energy above the lowest of the compared OMol25 structures with the same formula, charge and spin   0.923 eV
Strongest force on any atom   2.53 eV Å⁻¹
HOMO level   -8.5916 eV
Lowest unoccupied orbital energy   0.5 eV
2S+1   1
Gap between HOMO and LUMO   9.1 eV
SMILES   CSS.C
Total energy   -23873.22385 eV
Charge   0

Atom charges from the natural (NBO) analysis, given in e for atoms 1 to 2:
1. S -0.176
2. S 0.130

[9]
Molecular formula: C2H8S3
Method: DFT, the ωB97M-V functional and the def2-TZVPD basis

Cartesian coordinates (Å):
S -2.29799 -0.80121 -0.38049
S 2.27007 -0.68672 -0.87570
S -1.26425 0.84609 -1.35263
C 1.36167 -1.40925 0.51631
C -0.88566 1.96042 0.04411
H -1.31817 1.48601 1.03302
H -1.32201 2.86503 -0.14009
H 0.23173 2.02828 0.11464
H 1.61164 -0.76848 1.33885
H 1.21274 -0.03767 -1.40968
H 1.65865 -2.35097 0.80465
H -1.46184 -1.76344 -0.05732
H 0.20342 -1.36809 0.36433

Forces on atoms 1 to 2 (eV/Å):
S -0.91 1.82 -0.83
S -0.20 -0.24 -0.48

Energy above the lowest of the compared OMol25 structures with the same formula, charge and spin   1.007 eV
Strongest force on any atom   4.44 eV Å⁻¹
HOMO level   -8.9340 eV
Lowest unoccupied orbital energy   -0.1 eV
2S+1   1
Gap between HOMO and LUMO   8.8 eV
SMILES   CSS.CS
Total energy   -34708.39041 eV
Charge   0

Atom charges from the natural (NBO) analysis, given in e for atoms 1 to 2:
1. S -0.137
2. S -0.068

[10]
Molecular formula: C2H8S3
Method: DFT, the ωB97M-V functional and the def2-TZVPD basis

Cartesian coordinates (Å):
S -1.21673 1.49818 2.33193
S 3.60931 0.08532 -4.53661
S 2.74715 -0.73417 -2.78321
C -0.98377 0.07909 1.25227
C -2.06260 -0.94462 1.51487
H -0.02101 2.06121 2.09717
H -0.91172 0.33981 0.19359
H -0.02263 -0.37211 1.50542
H 2.53416 0.47370 -2.28460
H 3.50307 1.34738 -4.05178
H -1.90617 -1.37764 2.50537
H -2.14708 -1.79441 0.82760
H -3.12198 -0.66173 1.42797

Forces on atoms 1 to 2 (eV/Å):
S -0.04 0.38 0.04
S -0.12 0.43 0.29

Energy above the lowest of the compared OMol25 structures with the same formula, charge and spin   0.776 eV
Strongest force on any atom   1.61 eV Å⁻¹
HOMO level   -8.6846 eV
Lowest unoccupied orbital energy   0.0 eV
2S+1   1
Gap between HOMO and LUMO   8.7 eV
SMILES   CCS.SS
Total energy   -34708.62105 eV
Charge   0

Atom charges from the natural (NBO) analysis, given in e for atoms 1 to 2:
1. S -0.032
2. S -0.135